No. 1
Below is C20H14N4RuS6 as an isolated structure, with properties calculated with the ωB97M-V functional and the def2-TZVPD basis.

CARTESIAN COORDINATES (ANGSTROEM)
Ru 0.87586 0.18989 -1.33036
S 6.11114 4.74818 -3.47852
C 4.93603 3.70571 -3.06020
S 3.24792 4.14192 -2.99313
C 2.62554 2.59279 -2.52030
C 3.56319 1.59686 -2.34060
S 3.07575 0.04574 -1.90670
S 5.21945 2.03924 -2.64017
S 0.96906 2.30985 -2.31481
C -4.29238 2.68263 -0.80311
C -4.61034 1.37833 -1.16277
C -3.61603 0.44298 -1.38002
C -2.28438 0.82583 -1.24649
C -1.95756 2.12057 -0.86816
C -2.96472 3.04995 -0.64960
N -1.21503 -0.11952 -1.45694
N -1.62249 -1.29533 -1.63574
C -0.59221 -2.21615 -1.80684
C -0.95051 -3.55560 -1.97797
C 0.04976 -4.49621 -2.10412
C 1.38093 -4.08173 -2.05196
C 1.72357 -2.74988 -1.88301
C 0.73632 -1.77064 -1.75640
H -5.07943 3.40483 -0.63262
H -5.64527 1.08430 -1.27177
H -3.86232 -0.56967 -1.65783
H -0.92950 2.39870 -0.69814
H -2.70288 4.05408 -0.34953
H -1.99698 -3.82431 -1.99862
H -0.19337 -5.54153 -2.23521
H 2.16763 -4.81915 -2.14429
H 2.77475 -2.49699 -1.84580
C 1.05371 -2.03358 5.31075
C 0.57834 -0.84802 4.53539
C -0.14590 0.19015 5.11557
C -0.52634 1.23091 4.28638
N -0.24122 1.26003 2.99089
C 0.46105 0.22529 2.55644
S 0.93183 0.28661 0.84786
N 0.89183 -0.81950 3.23942
H 0.75041 -1.98028 6.35424
H 2.13959 -2.09859 5.25785
H 0.65507 -2.94558 4.86764
H -0.40099 0.18508 6.16395
H -1.08890 2.07178 4.67535

Force components x, y, z for each atom (eV/Å):
0.14 0.30 1.00
0.08 0.07 0.00
-0.19 -0.20 0.01
0.08 0.18 -0.05
1.08 -0.62 0.15
-0.56 1.15 -0.35
-0.59 -0.42 0.43
0.12 0.08 -0.08
-0.67 -0.86 -0.14
0.07 0.04 0.02
-0.02 -0.02 0.01
-0.08 0.12 -0.11
0.27 0.07 0.08
-0.09 -0.03 0.14
-0.06 -0.12 -0.04
-0.32 -0.27 0.08
0.48 0.22 -0.10
-0.32 0.17 0.03
0.18 0.00 0.02
-0.05 0.11 0.01
-0.02 -0.06 0.04
0.01 -0.03 0.03
-0.13 -0.20 -0.58
-0.01 0.01 0.00
-0.03 0.00 0.00
0.01 0.00 -0.01
-0.04 -0.02 0.01
0.00 0.05 0.01
-0.04 0.01 0.00
0.01 -0.01 -0.02
0.03 0.00 0.00
-0.02 0.03 -0.03
-0.02 -0.04 0.07
0.07 0.13 0.16
0.07 -0.06 -0.17
0.00 0.04 0.25
0.01 0.08 0.00
-1.26 -0.39 -0.44
1.86 0.48 -0.26
-0.02 0.00 -0.16
-0.01 0.00 0.00
0.03 0.01 -0.01
-0.01 -0.01 -0.01
-0.02 -0.02 0.04
-0.02 0.02 -0.02

The total energy comes out at -94519.676 eV. Its LUMO energy (spin up / spin down) is -1.98 / -2.15 eV. Its charge is 0.

No. 2
Below is C23H33Cl2N2PtSSbSi as an isolated structure, with properties calculated with the ωB97M-V functional and the def2-TZVPD basis.

CARTESIAN COORDINATES (ANGSTROEM)
Pt 0.92966 -0.88733 -0.04207
Cl 3.85768 -1.16459 -1.21287
C 4.59853 -0.46272 0.19881
C 5.87455 0.04611 0.01813
C 6.56546 0.58390 1.08866
C 5.97106 0.59994 2.33767
C 4.69112 0.10080 2.49600
Cl 4.01016 0.16857 4.09289
C 3.93864 -0.43916 1.43643
S 2.32333 -1.03073 1.77948
H 6.31959 0.00425 -0.96606
H 7.56254 0.97914 0.95168
H 6.48522 1.00581 3.19748
C 0.82582 2.17159 -1.56063
Si 0.85311 1.41812 0.18429
C 2.22232 2.30945 1.12059
C -0.78570 1.92003 1.00728
C -1.31095 3.20604 0.84675
C -2.46401 3.60855 1.50869
C -3.12982 2.72152 2.34402
C -2.63474 1.43527 2.51091
C -1.47471 1.04469 1.85133
H 0.77049 3.26377 -1.53151
H -0.02208 1.80352 -2.14079
H 1.74149 1.90316 -2.09234
H 1.99465 3.37809 1.16801
H 3.19057 2.18745 0.63037
H 2.30359 1.93297 2.14111
H -0.80353 3.91736 0.20327
H -2.84244 4.61498 1.37510
H -4.02656 3.03320 2.86519
H -3.14279 0.73953 3.16813
H -1.08724 0.04144 1.99780
C 3.00106 -4.47652 0.53719
Sb 1.10711 -3.67061 -0.00352
C -0.02492 -4.44368 1.63441
C 0.56082 -5.15811 -1.45176
H 2.88816 -5.52442 0.81247
H 3.38887 -3.90539 1.37808
H 3.69194 -4.38724 -0.29956
H 0.16716 -5.50855 1.76145
H -1.08753 -4.28516 1.45574
H 0.26163 -3.91230 2.54106
H 0.65913 -6.15165 -1.01519
H 1.21009 -5.08319 -2.32274
H -0.46966 -5.00554 -1.76940
N -0.68046 -0.76469 -1.29796
C -1.74552 -0.44224 -1.60369
N -2.95331 -0.07061 -1.93006
C -4.01776 -0.03920 -0.91692
C -4.59485 1.36455 -0.82355
C -5.01806 1.87611 -2.19846
C -3.84977 1.82594 -3.18065
C -3.28423 0.41539 -3.27145
H -3.59029 -0.35066 0.03483
H -4.78753 -0.76110 -1.21068
H -3.83645 2.02154 -0.39159
H -5.44025 1.35470 -0.13307
H -5.39411 2.89688 -2.11827
H -5.84320 1.26484 -2.58147
H -3.05722 2.49962 -2.84206
H -4.15751 2.15487 -4.17480
H -2.38517 0.37662 -3.88394
H -4.02321 -0.26494 -3.70823

Force components x, y, z for each atom (eV/Å):
0.10 -0.35 0.11
0.00 -0.02 -0.02
-0.02 -0.01 0.05
0.02 0.01 -0.01
0.00 -0.01 -0.02
-0.02 0.00 0.03
-0.01 -0.02 -0.04
0.01 0.00 0.01
0.06 0.08 -0.02
0.02 -0.03 0.04
0.00 0.00 0.00
0.00 0.00 0.00
0.00 0.00 0.00
0.02 0.04 0.17
0.02 0.18 -0.27
-0.13 -0.06 0.00
0.04 -0.05 0.02
0.00 0.00 0.03
-0.01 0.00 -0.03
-0.01 -0.01 0.00
0.02 0.01 -0.01
-0.06 0.02 -0.02
0.00 0.00 0.01
0.00 -0.01 -0.02
0.00 -0.02 -0.01
-0.01 0.01 -0.03
0.00 -0.01 0.00
0.02 0.02 0.01
0.01 0.00 0.00
0.00 0.00 0.00
0.00 0.00 0.00
-0.01 0.00 0.01
0.01 0.00 0.00
-0.01 0.02 -0.03
-0.07 0.11 -0.04
0.04 -0.02 0.01
-0.01 0.00 0.04
0.00 0.00 0.00
0.00 0.00 0.01
0.00 0.00 -0.01
0.00 0.00 0.00
0.00 0.00 -0.01
0.01 0.01 0.00
0.00 0.00 0.00
0.01 0.01 0.00
0.00 0.00 0.00
-0.07 0.00 0.18
0.07 0.15 -0.14
-0.05 -0.14 0.01
0.00 0.03 0.00
0.00 -0.01 0.03
-0.02 0.02 0.00
0.04 0.01 0.01
0.00 0.06 0.00
0.00 -0.01 -0.02
0.00 0.00 0.00
0.03 0.03 0.00
-0.01 0.00 -0.01
0.00 0.00 0.00
0.01 -0.01 0.00
0.00 0.00 0.00
-0.02 -0.01 0.00
0.01 0.00 0.01
0.00 0.00 0.00

The total energy comes out at -80910.499 eV. Its LUMO energy is 0.28 eV. Its charge is 0.

No. 3
Below is C10H23BClNdNiO2 as an isolated structure, with properties calculated with the ωB97M-V functional and the def2-TZVPD basis.

CARTESIAN COORDINATES (ANGSTROEM)
Nd 1.94016 -1.51541 -2.62836
Cl 1.47835 -3.12915 -0.72104
C 2.21907 0.61091 -1.49444
C -0.30023 -0.77164 -3.18988
H 1.59063 1.36375 -1.99328
H 2.52950 0.99194 -0.50128
H 3.09809 0.57000 -2.24693
H 0.18851 -1.02772 -4.22330
H -0.42681 0.32969 -3.16929
H -1.25914 -1.31838 -3.06417
Ni -0.02143 0.10158 -1.22254
C -0.90013 -1.10608 0.35967
C -1.00574 1.72042 -0.12145
H -1.39842 -0.41449 1.08087
H -1.69896 -1.78919 0.00975
H -0.23799 -1.79702 0.92404
H -2.01864 1.50284 0.19391
H -0.82722 2.50355 -0.83316
C 1.98746 3.47233 3.07104
C 1.62664 2.08605 2.61045
C 2.76896 1.11225 2.79710
O 1.30465 2.01238 1.20312
B -0.06854 1.83604 1.04314
O -0.74966 1.89504 2.26494
C 0.19835 1.67364 3.29102
C 0.23397 0.19470 3.66253
C -0.31379 2.31525 4.57823
H 2.80460 3.88238 2.47277
H 2.30978 3.29506 4.09425
H 1.14969 4.16345 3.13498
H 3.57031 1.48334 2.15689
H 3.12776 1.05233 3.81525
H 2.47978 0.11826 2.46966
H 1.09550 0.04232 4.31469
H -0.65374 -0.02989 4.27554
H 0.28981 -0.43954 2.76447
H -0.51230 3.38276 4.54628
H -1.20700 1.74826 4.91016
H 0.45737 2.11478 5.32866

Force components x, y, z for each atom (eV/Å):
-0.49 0.42 0.77
0.49 -0.92 0.10
0.88 -0.14 -0.66
0.25 -0.59 -0.99
-0.17 0.42 0.14
0.02 -0.26 -0.77
-0.19 0.27 0.82
-0.86 0.35 0.90
-0.44 -0.11 -0.41
0.61 0.38 -0.34
-0.69 -0.43 1.66
-0.11 -0.36 -0.02
1.97 0.26 -0.69
0.28 -0.50 -0.30
-0.09 0.05 -0.17
-0.01 0.34 -0.05
-0.16 0.15 -0.33
-0.41 0.62 -0.76
0.37 -0.11 0.19
-2.26 -0.32 -0.36
0.02 0.19 -0.24
0.44 0.39 0.91
-1.98 0.51 -1.06
0.98 -0.31 1.58
-0.01 -0.80 -0.06
-0.03 -0.32 -0.08
0.64 -0.04 0.34
-0.04 0.10 0.09
0.38 0.45 0.30
-0.09 -0.02 -0.41
0.18 -0.17 0.00
0.11 0.07 0.42
0.06 0.00 -0.15
0.08 -0.32 -0.01
0.17 -0.29 -0.59
-0.10 0.05 0.41
-0.08 0.11 -0.15
0.32 0.64 -0.35
-0.06 0.25 0.30

The total energy comes out at -84353.608 eV. Its LUMO energy (spin up / spin down) is 4.79 / 4.78 eV. Its charge is -2. Its spin multiplicity is 6.

No. 4
Below is an isolated ion of composition C8H13N2S and charge +1, with properties calculated with the ωB97M-V functional and the def2-TZVPD basis.

CARTESIAN COORDINATES (ANGSTROEM)
C -0.18731 2.87974 1.10187
N -0.27318 1.42572 1.09572
C 0.26313 0.76243 -0.27900
S -1.13351 0.84147 -1.42849
C -1.47191 -1.01117 -1.30626
C -1.67871 -1.31217 0.19471
C -0.46340 -1.37576 0.72188
C 0.66796 -0.81152 -0.03946
C 0.74521 -1.75173 -1.29659
N 1.95466 -2.30041 -1.47451
C -0.41403 -1.78482 -1.91819
H -0.86463 3.13406 1.90794
H 0.74017 3.25096 0.92504
H -0.72862 3.33830 0.29025
H -1.32106 1.10483 1.21157
H 0.28913 0.82011 1.80301
H 0.93909 1.39367 -0.75062
H -2.38919 -1.14491 -1.76698
H -2.58844 -1.31416 0.66501
H -0.27426 -1.60034 1.77308
H 1.61186 -0.80277 0.57234
H 2.70831 -2.09209 -0.87956
H 2.28019 -2.44474 -2.47889
H -0.66087 -2.34744 -2.72072

Force components x, y, z for each atom (eV/Å):
-3.59 -0.56 0.42
0.18 -4.09 -0.85
-3.12 -2.08 0.04
0.10 -0.45 0.20
-1.18 1.02 1.91
3.63 0.58 -2.59
-0.75 0.44 3.04
0.85 0.42 -0.01
0.58 2.80 1.87
1.02 -1.39 -3.88
0.77 0.57 1.14
1.07 0.96 0.87
3.03 0.94 0.82
-0.57 -0.71 -0.94
2.54 0.59 -0.50
-1.15 2.13 -0.71
1.93 1.09 0.02
-1.71 -0.10 -1.31
-2.11 -0.59 0.95
-0.22 -0.07 -0.08
-0.74 -0.21 -0.72
0.62 0.41 0.79
-0.75 -0.02 2.03
-0.42 -1.67 -2.54

The total energy comes out at -22312.871 eV. Its LUMO energy is -3.03 eV. Its charge is +1. Its SMILES is C[NH2+][C@@H]1S[C@@H]2C=C[C@H]1C(N)=C2.

No. 5
Below is CH2FKLiO as an isolated structure, with properties calculated with the ωB97M-V functional and the def2-TZVPD basis.

CARTESIAN COORDINATES (ANGSTROEM)
C 0.60209 -1.64629 -0.22122
O -0.74067 -0.97199 -0.10238
Li -1.37763 -2.22224 0.99512
K -0.72227 1.43174 0.50822
F 1.46398 0.94159 0.43096
H 1.40252 -1.22884 -0.84475
H 0.79468 -2.66986 -0.57599

Force components x, y, z for each atom (eV/Å):
-2.08 1.48 -0.91
3.18 -3.10 -0.19
0.64 0.37 -0.53
0.15 0.21 -0.11
0.33 0.38 0.14
-0.53 1.61 0.86
-1.68 -0.93 0.74

The total energy comes out at -22362.264 eV. Its LUMO energy (spin up / spin down) is -1.04 / -1.12 eV. Its charge is 0. Its spin multiplicity is 2.

No. 6
Below is C20H31CrN8O3PS as an isolated structure, with properties calculated with the ωB97M-V functional and the def2-TZVPD basis.

CARTESIAN COORDINATES (ANGSTROEM)
Cr -1.36744 -0.19797 -0.11085
C -4.67783 -2.52521 1.32744
C -3.40048 -1.97919 0.79328
N -3.23216 -0.78803 0.35734
N -4.29883 0.06050 0.20085
C -4.12266 0.73651 -0.89761
N -5.05289 1.62745 -1.28805
S -2.70432 0.54193 -1.91703
C -2.22862 -2.84097 0.56094
C -2.17983 -4.17857 0.92173
C -1.09108 -4.94001 0.52214
C -0.08877 -4.34686 -0.22559
C -0.19451 -2.99846 -0.52538
N -1.23461 -2.26274 -0.14700
H -5.39402 -1.72152 1.47018
H -4.50340 -3.02861 2.27886
H -5.09895 -3.25554 0.63330
H -5.93811 1.63583 -0.80816
H -4.99880 2.02785 -2.20566
H -2.98095 -4.61758 1.49715
H -1.03170 -5.98618 0.79064
H 0.76738 -4.90973 -0.56872
H 0.58301 -2.47522 -1.06737
O 0.12520 0.45038 3.46872
C -0.47870 0.56617 2.42821
O -0.89169 -0.42474 1.68394
C -0.82875 1.90301 1.84074
C -0.58712 3.08731 2.50866
C -0.95262 4.27342 1.88966
C -1.53659 4.21525 0.63488
C -1.72933 2.98099 0.03186
N -1.38043 1.84014 0.62509
H -0.13580 3.04924 3.49033
H -0.78889 5.22487 2.37773
H -1.84438 5.11223 0.11639
H -2.16901 2.88981 -0.95123
C 2.01438 -1.27284 -2.88355
N 2.54894 -0.99173 -1.55328
C 3.90157 -1.49369 -1.35220
P 1.91175 0.29751 -0.74178
O 0.40882 0.24128 -0.85207
N 2.38966 1.72362 -1.39313
C 3.79792 1.98618 -1.64655
C 1.49281 2.82960 -1.68410
N 2.52690 0.19447 0.77528
C 2.97009 1.35214 1.54598
C 2.44977 -1.04056 1.55651
H 2.01478 -2.35115 -3.05932
H 2.61875 -0.80024 -3.66400
H 0.99096 -0.91058 -2.96458
H 3.89270 -2.58645 -1.36612
H 4.29582 -1.16434 -0.39455
H 4.57332 -1.15166 -2.14582
H 4.41622 1.16244 -1.29211
H 4.11834 2.88958 -1.12013
H 3.98191 2.12615 -2.71480
H 0.46090 2.50374 -1.58019
H 1.64735 3.17403 -2.70934
H 1.67264 3.67246 -1.00775
H 2.88064 2.26016 0.95217
H 4.01549 1.22936 1.84273
H 2.36421 1.45636 2.44561
H 2.12327 -1.86731 0.92732
H 1.75048 -0.92931 2.38458
H 3.43733 -1.28495 1.95777

Force components x, y, z for each atom (eV/Å):
-0.13 0.03 0.09
-0.04 0.06 -0.02
-0.10 0.02 0.01
-0.01 -0.01 -0.03
-0.16 0.04 0.03
0.08 -0.07 0.05
-0.10 0.03 0.09
0.16 0.05 -0.13
0.11 -0.17 -0.02
0.05 0.11 -0.04
-0.02 0.03 0.00
0.00 0.02 0.00
0.10 0.02 0.03
-0.06 -0.09 0.01
0.02 -0.02 -0.01
0.00 0.00 0.01
0.00 -0.01 0.00
0.01 0.00 -0.01
0.01 0.00 -0.04
-0.02 0.01 0.01
0.00 0.00 -0.01
0.00 0.00 0.01
-0.02 -0.03 0.00
-0.02 0.08 -0.10
0.07 0.09 0.19
-0.01 -0.21 0.12
0.05 0.11 0.08
-0.03 -0.02 -0.03
0.00 -0.02 -0.01
0.00 -0.04 -0.01
0.00 0.07 0.05
0.02 -0.04 -0.06
0.00 0.00 -0.01
-0.01 0.00 0.01
0.00 0.00 0.00
0.00 0.02 -0.02
-0.01 -0.01 -0.04
-0.09 0.06 0.08
0.03 -0.03 -0.01
0.13 0.15 0.24
0.07 -0.11 -0.26
-0.02 -0.14 -0.01
0.04 0.02 0.04
-0.09 0.02 0.02
-0.08 -0.02 -0.26
0.02 0.06 -0.09
0.06 -0.08 -0.07
0.01 0.01 -0.01
-0.01 -0.01 0.01
0.02 0.00 -0.01
0.01 0.02 0.00
-0.01 -0.01 0.01
-0.01 0.00 0.01
-0.01 0.00 -0.02
0.01 0.00 -0.01
-0.01 0.01 0.02
0.04 0.03 -0.01
0.01 -0.01 0.01
0.00 -0.01 0.00
0.00 -0.02 0.05
-0.02 -0.01 0.00
-0.04 0.01 0.06
-0.01 0.01 0.00
-0.01 0.00 0.03
-0.01 0.00 -0.01

The total energy comes out at -87851.131 eV. Its LUMO energy (spin up / spin down) is -3.21 / -3.28 eV. Its charge is +1. Its spin multiplicity is 2.